No. 1
ORCA calculation (wB97M-V/def2-TZVPD) on a molecular structure, C19H39FNO19S2 at a distorted geometry.

For the molar mass, the calculation gives 668.64 g mol⁻¹. The total energy comes out at -3128.05405 Eh. As for the net charge: -1. The calculation puts the energy above the lowest of the compared OMol25 structures with the same formula, charge and spin at 0.0 kcal/mol. The calculation puts the frontier orbital gap at 8.46 eV.

```
81
C19H39FNO19S2, DFT wB97M-V/def2-TZVPD
C 0.85 -1.87 0.38
C 1.63 -1.59 1.66
C 2.44 -0.29 1.67
C 3.38 -0.14 0.46
S 1.42 1.20 1.72
O 0.41 1.07 0.71
O 2.32 2.30 1.56
N 0.64 1.27 3.14
S 1.37 0.90 4.47
O 1.60 -0.49 4.67
O 0.76 1.61 5.55
F 2.83 1.52 4.37
H 1.44 -1.71 -0.52
H 0.50 -2.91 0.39
H -0.04 -1.24 0.32
H 2.33 -2.41 1.84
H 0.92 -1.54 2.49
H 3.06 -0.27 2.57
H 3.78 -1.11 0.16
H 2.90 0.36 -0.38
H 4.22 0.48 0.77
C -3.72 -2.05 2.78
O -4.67 -2.08 1.71
C -4.15 -2.43 0.54
O -3.00 -2.70 0.33
O -5.12 -2.40 -0.38
C -4.68 -2.71 -1.71
H -4.28 -1.75 3.67
H -3.28 -3.03 2.93
H -2.94 -1.32 2.58
H -4.28 -3.72 -1.77
H -3.94 -1.99 -2.04
H -5.57 -2.63 -2.33
C -3.66 0.92 -1.00
O -4.32 0.91 -2.28
C -5.18 1.90 -2.47
O -5.46 2.77 -1.69
O -5.70 1.76 -3.70
C -6.65 2.77 -4.04
H -3.00 0.05 -1.00
H -3.07 1.82 -0.86
H -4.40 0.82 -0.20
H -6.19 3.76 -4.02
H -7.50 2.75 -3.35
H -6.99 2.54 -5.05
C -3.73 -1.74 -5.99
O -3.27 -2.98 -5.43
C -2.55 -3.73 -6.26
O -2.28 -3.46 -7.40
O -2.19 -4.83 -5.61
C -1.39 -5.73 -6.39
H -4.29 -1.25 -5.20
H -2.89 -1.12 -6.29
H -4.38 -1.93 -6.85
H -0.47 -5.26 -6.70
H -1.94 -6.08 -7.26
H -1.18 -6.57 -5.73
C 6.58 -1.68 3.57
O 6.84 -2.21 2.26
C 8.08 -2.02 1.83
O 8.96 -1.46 2.42
O 8.18 -2.55 0.61
C 9.47 -2.40 0.01
H 5.54 -1.91 3.79
H 7.23 -2.16 4.31
H 6.72 -0.61 3.59
H 10.23 -2.89 0.62
H 9.72 -1.35 -0.10
H 9.40 -2.88 -0.96
C 0.58 8.95 2.98
O 0.36 7.83 3.82
C 0.55 6.64 3.21
O 0.86 6.52 2.05
O 0.32 5.69 4.08
C 0.48 4.33 3.59
H 0.40 9.83 3.59
H 1.60 8.97 2.60
H -0.11 8.95 2.13
H 1.50 4.17 3.25
H -0.21 4.14 2.77
H 0.25 3.69 4.42
```


No. 2
ORCA calculation (wB97M-V/def2-TZVPD) on a molecular structure, C3H5NO3.

For the molar mass, the calculation gives 103.08 g mol⁻¹. The total energy comes out at -397.72618 Eh. As for the net charge: 0. The calculation puts the energy above the lowest of the compared OMol25 structures with the same formula, charge and spin at 69.3 kcal/mol. The calculation puts the frontier orbital gap at 10.28 eV.

```
12
C3H5NO3, DFT wB97M-V/def2-TZVPD
N -1.57 -0.84 0.32
C -0.34 -0.34 0.20
O 0.71 -1.05 0.58
C -0.01 1.15 0.30
O 1.39 1.07 0.07
C 1.46 -0.22 -0.52
O 0.59 -0.38 -1.47
H -2.36 -0.27 0.06
H -1.67 -1.84 0.23
H -0.53 1.74 -0.46
H -0.19 1.53 1.31
H 2.51 -0.53 -0.62
```


No. 3
ORCA calculation (wB97M-V/def2-TZVPD) on a single C6H7N molecule at a distorted geometry.

Its SMILES is C#C[C@@H](C)CC#N. For the molar mass, the calculation gives 93.13 g mol⁻¹. The total energy comes out at -287.50018 Eh. As for the net charge: 0. The calculation puts the energy above the lowest of the compared OMol25 structures with the same formula, charge and spin at 54.6 kcal/mol. The calculation puts the frontier orbital gap at 11.29 eV.

```
14
C6H7N, DFT wB97M-V/def2-TZVPD
C -0.48 0.47 -2.57
C -0.67 0.21 -1.41
C -0.66 -0.05 0.04
C -0.25 -1.51 0.33
C 0.27 1.06 0.65
C 0.98 0.67 1.86
N 1.58 0.34 2.79
H -0.31 0.71 -3.59
H -1.66 0.11 0.46
H 0.40 -1.90 -0.45
H 0.26 -1.60 1.29
H -1.15 -2.14 0.37
H 1.01 1.35 -0.10
H -0.33 1.95 0.86
```


No. 4
ORCA calculation (wB97M-V/def2-TZVPD) on a single CH7NSi molecule at a distorted geometry.

Its SMILES is CN[SiH3]. For the molar mass, the calculation gives 61.16 g mol⁻¹. The total energy comes out at -386.50532 Eh. As for the net charge: 0. The calculation puts the energy above the lowest of the compared OMol25 structures with the same formula, charge and spin at 24.4 kcal/mol. The calculation puts the frontier orbital gap at 10.10 eV.

```
10
CH7NSi, DFT wB97M-V/def2-TZVPD
C -0.56 1.01 -0.61
N 0.53 0.49 0.18
Si 0.36 -1.12 0.57
H -0.12 1.10 -1.66
H -1.30 0.12 -0.72
H -1.06 1.90 -0.29
H 1.15 1.24 0.46
H -0.52 -1.30 1.63
H 1.76 -1.71 0.95
H -0.25 -1.74 -0.51
```